{"formula": "C23H38B3NO24", "method": "wB97M-V/def2-TZVPD", "energy_ha": -2834.69036, "total_charge": 0, "gap_ev": 9.54, "homo_ha": -0.350, "lumo_ev": 0.01, "multiplicity": 1, "elements": ["O", "O", "O", "O", "O", "O", "O", "O", "O", "O", "O", "O", "O", "O", "O", "O", "O", "O", "O", "O", "O", "O", "O", "O", "N", "C", "C", "C", "C", "C", "C", "C", "C", "C", "C", "C", "C", "C", "C", "C", "C", "C", "C", "C", "C", "C", "C", "C", "B", "B", "B", "H", "H", "H", "H", "H", "H", "H", "H", "H", "H", "H", "H", "H", "H", "H", "H", "H", "H", "H", "H", "H", "H", "H", "H", "H", "H", "H", "H", "H", "H", "H", "H", "H", "H", "H", "H", "H", "H"], "coordinates": [[6.039, -4.185, 8.390], [-5.424, 3.524, -2.420], [-7.519, 4.311, -2.673], [-10.123, 10.792, -9.188], [-7.612, 9.389, -4.478], [-0.229, -1.414, 1.874], [-3.570, -1.741, -0.201], [10.984, -3.807, 1.678], [6.499, -6.855, 3.337], [-2.591, -0.455, -1.930], [7.131, -5.793, 7.253], [-9.714, 10.158, -4.734], [10.269, -5.602, 2.794], [6.192, -5.811, 1.365], [-2.561, -1.750, 1.945], [1.823, -3.350, 0.387], [-9.329, 7.974, -4.344], [-9.737, 12.972, -9.470], [6.919, -4.672, 3.165], [-10.504, 11.742, -11.196], [-1.636, -0.355, 0.241], [8.266, -4.239, 8.418], [10.999, -3.801, 3.933], [-7.153, 2.123, -2.294], [-4.416, -4.428, -0.071], [7.145, -4.831, 7.956], [7.157, -6.473, 4.560], [-8.959, 9.258, -4.537], [7.894, -2.995, 9.023], [-4.893, 2.279, -1.950], [-7.067, 8.151, -4.003], [-9.439, 11.230, -8.008], [-5.980, 1.299, -2.325], [1.012, -2.288, -0.080], [3.924, -4.479, 0.480], [0.873, -1.209, 0.987], [6.504, -5.786, 2.515], [-8.147, 7.161, -4.372], [9.920, -5.819, 1.422], [-3.498, -4.002, 1.025], [6.992, -4.976, 4.569], [3.128, -3.338, -0.154], [6.444, -3.233, 9.381], [-6.771, 3.405, -2.481], [10.810, -4.836, 0.697], [-9.626, 12.728, -8.064], [10.774, -4.349, 2.903], [-10.156, 11.826, -10.064], [-3.212, -2.449, 0.947], [-2.588, -0.869, -0.614], [-1.450, -1.153, 1.364], [-8.222, 6.337, -3.670], [10.357, -4.435, -0.205], [3.656, -2.401, 0.061], [4.436, -4.133, 1.365], [3.120, -3.438, -1.242], [0.052, -2.718, -0.377], [8.020, -2.196, 8.290], [-4.027, -5.220, -0.563], [5.835, -2.335, 9.322], [-2.323, -1.176, -2.520], [8.861, -5.596, 1.290], [-9.872, 10.783, -7.118], [-6.114, 7.942, -4.480], [-8.789, 13.279, -7.643], [6.064, -4.660, 5.048], [11.786, -5.257, 0.449], [-6.070, 0.472, -1.627], [-10.546, 13.052, -7.575], [-8.389, 10.937, -8.081], [-3.942, 2.059, -2.426], [-8.020, 6.761, -5.380], [-5.291, -4.725, 0.338], [10.105, -6.851, 1.135], [1.456, -1.816, -0.957], [8.520, -2.786, 9.887], [7.828, -4.462, 5.034], [1.771, -1.261, 1.596], [-3.875, -4.300, 2.001], [-5.855, 0.901, -3.333], [8.204, -6.775, 4.500], [6.697, -6.955, 5.409], [3.202, -5.231, 0.784], [-4.744, 2.347, -0.871], [4.584, -4.912, -0.258], [6.323, -3.682, 10.368], [-2.555, -4.533, 0.874], [-6.917, 8.223, -2.925], [0.881, -0.217, 0.544]], "lowdin_charge": [0.069, 0.064, 0.151, 0.060, 0.056, 0.169, 0.320, 0.064, 0.074, 0.192, 0.148, 0.145, 0.050, 0.125, 0.339, -0.139, 0.069, 0.056, 0.056, 0.162, 0.349, 0.074, 0.162, 0.069, -0.011, -0.554, -0.116, -0.573, -0.110, -0.114, -0.112, -0.115, -0.107, -0.168, -0.066, -0.120, -0.585, -0.108, -0.108, -0.113, -0.119, -0.277, -0.111, -0.565, -0.110, -0.116, -0.569, -0.573, -0.485, -0.737, -0.717, 0.106, 0.134, 0.119, 0.063, 0.115, 0.135, 0.135, 0.059, 0.134, 0.124, 0.116, 0.112, 0.132, 0.131, 0.134, 0.132, 0.135, 0.134, 0.134, 0.128, 0.136, 0.063, 0.137, 0.129, 0.134, 0.131, 0.136, 0.109, 0.136, 0.134, 0.113, 0.085, 0.137, 0.069, 0.134, 0.118, 0.134, 0.129]}

=====

{"formula": "C23H38Cl2N3O4Yb", "method": "wB97M-V/def2-TZVPD", "energy_ha": -3443.59268, "total_charge": 0, "gap_ev": [6.06, 6.06], "homo_ha": [-0.210, -0.210], "lumo_ev": [0.34, 0.34], "multiplicity": 2, "elements": ["Yb", "Cl", "Cl", "O", "O", "O", "O", "N", "N", "N", "C", "C", "C", "C", "C", "C", "C", "C", "C", "C", "C", "C", "C", "C", "C", "C", "C", "C", "C", "C", "C", "C", "C", "H", "H", "H", "H", "H", "H", "H", "H", "H", "H", "H", "H", "H", "H", "H", "H", "H", "H", "H", "H", "H", "H", "H", "H", "H", "H", "H", "H", "H", "H", "H", "H", "H", "H", "H", "H", "H", "H"], "coordinates": [[0.394, -0.320, -0.241], [1.353, 2.042, 0.237], [-0.719, -1.475, -2.362], [0.003, -0.055, 2.069], [0.042, 1.456, -2.686], [-0.701, -2.298, 0.803], [2.413, -1.409, 0.030], [3.720, 0.113, -1.096], [-1.306, -4.390, 0.046], [-0.727, -0.613, 4.127], [-0.598, -3.258, 0.023], [-0.179, 0.388, 6.366], [-3.331, 1.027, 0.668], [1.323, 0.648, 6.297], [-3.440, 1.902, -0.308], [3.455, -0.709, -0.075], [-0.615, -0.841, 5.571], [-0.318, 2.012, -5.075], [2.814, 0.278, -2.233], [1.655, -0.148, 3.865], [-0.595, 1.375, -3.727], [4.670, 1.191, -0.900], [-4.254, 1.119, 1.862], [1.828, 0.969, 4.892], [-2.593, 2.293, -1.429], [-1.002, 2.209, -7.420], [0.815, 2.799, -5.365], [1.026, 3.283, -6.668], [0.259, -0.263, 3.265], [-2.106, -4.789, 1.200], [-1.202, 1.721, -6.127], [-1.256, -5.293, -1.098], [0.125, 3.000, -7.697], [2.235, -0.631, -2.439], [0.099, -3.206, -0.834], [5.344, 0.908, -0.091], [-3.104, 3.082, -1.993], [-2.269, -5.642, -1.358], [1.545, 3.010, -4.582], [-3.105, -5.106, 0.860], [2.111, 1.113, -2.048], [-2.187, -3.943, 1.889], [-1.585, -0.908, 3.673], [-2.056, 1.067, -5.935], [-4.782, 0.168, 1.998], [2.898, 1.192, 4.955], [2.332, 0.022, 3.020], [4.223, -0.719, 0.719], [-1.610, 2.654, -1.098], [1.549, 1.503, 6.944], [-0.830, -4.728, -1.935], [-2.620, 0.187, 0.700], [3.414, 0.550, -3.116], [0.281, 3.384, -8.714], [-1.432, 0.657, -3.756], [-1.644, -5.649, 1.715], [-1.713, 1.976, -8.213], [-4.988, 1.924, 1.706], [0.086, -1.666, 5.777], [-2.452, 1.432, -2.091], [1.861, -0.217, 6.704], [-0.621, -6.170, -0.887], [1.344, 1.888, 4.536], [1.904, -1.116, 4.324], [4.157, 2.134, -0.647], [-1.606, -1.161, 5.905], [-0.728, 1.274, 6.023], [1.906, 3.888, -6.892], [-3.687, 1.336, 2.777], [-0.465, 0.219, 7.412], [5.243, 1.332, -1.822]], "lowdin_charge": [0.866, -0.149, -0.075, -0.136, -0.107, -0.120, -0.144, -0.191, -0.180, 0.089, -0.410, -0.193, -0.203, -0.217, -0.031, -0.303, -0.177, -0.157, -0.083, -0.088, -0.254, -0.063, -0.127, -0.188, -0.125, -0.079, -0.016, -0.082, -0.425, -0.033, -0.041, -0.044, -0.083, 0.070, 0.059, 0.086, 0.077, 0.095, 0.117, 0.090, 0.011, 0.082, 0.147, 0.116, 0.062, 0.113, 0.111, 0.146, 0.067, 0.110, 0.080, 0.088, 0.101, 0.107, 0.058, 0.094, 0.103, 0.070, 0.121, 0.051, 0.114, 0.092, 0.129, 0.128, 0.072, 0.120, 0.122, 0.102, 0.062, 0.111, 0.089]}

=====

{"formula": "C23H38Cl2NO8P", "method": "wB97M-V/def2-TZVPD", "energy_ha": -2817.58696, "total_charge": 0, "gap_ev": 7.98, "homo_ha": -0.339, "de_lowest_kj_mol": 0.00, "lumo_ev": -1.24, "multiplicity": 1, "smiles": "C/C(Cl)=C(\\Cl)C1=C(P(N)O)C(=O)OC1=O.C1CCOC1.C1CCOC1.C1CCOC1.C1CCOC1", "elements": ["Cl", "Cl", "P", "O", "O", "O", "O", "O", "O", "O", "O", "N", "C", "C", "C", "C", "C", "C", "C", "C", "C", "C", "C", "C", "C", "C", "C", "C", "C", "C", "C", "C", "C", "C", "C", "H", "H", "H", "H", "H", "H", "H", "H", "H", "H", "H", "H", "H", "H", "H", "H", "H", "H", "H", "H", "H", "H", "H", "H", "H", "H", "H", "H", "H", "H", "H", "H", "H", "H", "H", "H", "H", "H"], "coordinates": [[0.744, 5.163, -3.103], [-2.369, 4.442, -0.264], [0.181, 2.302, 1.491], [2.815, -3.687, 1.805], [-0.594, 2.428, -3.737], [-4.871, 0.146, 0.038], [7.021, -1.397, -0.626], [1.021, -0.047, -0.450], [-1.411, 2.388, 1.876], [-2.622, 0.031, 3.178], [0.496, 1.029, -2.354], [0.664, 3.929, 1.588], [5.597, -1.307, -0.549], [-1.306, 6.646, -2.143], [-4.333, -1.437, 3.868], [-5.204, -0.534, -1.174], [-3.386, 0.904, -1.637], [-3.900, 1.162, -0.227], [5.101, -1.149, -1.980], [7.422, -1.589, -1.983], [1.834, -3.176, -0.284], [-0.387, 2.945, -1.366], [0.607, 0.936, -0.973], [-0.195, 2.176, -2.650], [-4.618, 0.299, -2.307], [3.110, -4.764, 0.916], [1.897, -2.782, 1.185], [-1.028, 4.262, -1.351], [2.091, -4.680, -0.214], [-3.052, -1.776, 4.631], [-0.658, 5.300, -2.100], [-1.991, -1.114, 3.765], [0.074, 2.192, -0.360], [-4.042, -0.027, 3.377], [6.155, -1.929, -2.761], [4.087, -1.521, -2.116], [-6.288, -0.637, -1.235], [3.064, -5.703, 1.469], [-2.573, 0.173, -1.619], [-4.384, 2.142, -0.156], [5.327, -0.465, 0.089], [-1.254, 7.028, -3.163], [2.636, -2.684, -0.837], [5.951, -3.001, -2.700], [-0.105, 4.572, 1.402], [2.459, -5.109, -1.145], [5.210, -2.225, -0.092], [1.173, -5.205, 0.064], [7.874, -0.662, -2.353], [-3.118, 1.112, 0.530], [-5.313, 1.090, -2.596], [0.951, 4.101, 2.547], [5.118, -0.097, -2.273], [2.240, -1.760, 1.338], [-3.073, -1.319, 5.623], [-4.320, 0.722, 4.126], [0.917, -2.894, 1.665], [-4.455, -2.113, 3.019], [-4.390, -0.294, -3.191], [-2.883, -2.845, 4.752], [-3.023, 1.809, -2.125], [6.219, -1.654, -3.812], [-5.233, -1.488, 4.477], [-1.689, 1.510, 2.192], [-0.753, 7.345, -1.510], [-4.762, -1.536, -1.151], [0.889, -2.909, -0.752], [4.131, -4.638, 0.535], [-4.541, 0.212, 2.439], [8.174, -2.378, -2.021], [-2.350, 6.603, -1.840], [-1.116, -0.786, 4.328], [-1.657, -1.781, 2.964]], "lowdin_charge": [0.770, 0.781, 0.866, -0.142, 0.160, -0.152, -0.138, 0.150, -0.342, -0.184, 0.145, -0.168, -0.200, -0.118, -0.158, -0.199, -0.161, -0.209, -0.170, -0.209, -0.174, -0.173, -0.435, -0.447, -0.157, -0.210, -0.206, -0.627, -0.164, -0.163, -0.698, -0.189, -0.163, -0.181, -0.168, 0.096, 0.117, 0.115, 0.120, 0.107, 0.119, 0.076, 0.089, 0.112, 0.015, 0.110, 0.109, 0.112, 0.116, 0.090, 0.116, 0.029, 0.115, 0.108, 0.114, 0.123, 0.112, 0.116, 0.114, 0.113, 0.102, 0.110, 0.113, 0.003, 0.094, 0.118, 0.108, 0.110, 0.101, 0.115, 0.057, 0.121, 0.117]}